# 1
Density functional theory data (the ωB97M-V functional and the def2-TZVPD basis) for a 2-piece molecular cluster, C4H12O3 overall in a non-equilibrium geometry.

The geometry in XYZ format:
```
19
Properties=species:S:1:pos:R:3:nbo_charge:R:1
C -0.8595 0.2375 -1.9377 -0.622
C -0.2585 0.5672 -0.6083 -0.087
O -0.3741 -0.6228 0.1427 -0.547
C 0.4255 -0.6057 1.2609 0.232
O 0.1021 0.3216 2.2079 -0.540
C -1.1611 0.1270 2.7664 -0.260
H -1.9495 0.0733 -1.9748 0.217
H -0.3531 -0.6885 -2.2581 0.201
H -0.6008 1.0429 -2.6456 0.218
H -0.9403 1.3017 -0.1379 0.169
H 0.7589 1.0035 -0.6069 0.188
H 0.4039 -1.6101 1.7258 0.145
H 1.4661 -0.4050 0.9412 0.146
H -1.1323 -0.8723 3.2324 0.164
H -1.9532 0.1346 1.9989 0.177
H -1.4151 0.8695 3.5415 0.197
O 2.4489 0.0382 -2.7080 -0.942
H 2.0135 -0.6405 -2.1440 0.470
H 3.3785 -0.2720 -2.7963 0.473
```

The value obtained for the HOMO energy is -10.22 eV. The value obtained for the molar mass is 108.1 g/mol. The calculation puts the frontier orbital gap at 10.958 eV. As for the energy relative to the best compared isomer or geometry (same formula, charge and spin): 28.2 kcal/mol. The SMILES is CCOCOC.O. Its net charge is 0. The calculation puts the electronic energy at -385.27684 a.u.


# 2
Density functional theory data (the ωB97M-V functional and the def2-TZVPD basis) for a 3-piece molecular cluster, C4H12O4 overall in a non-equilibrium geometry.

The geometry in XYZ format:
```
20
Properties=species:S:1:pos:R:3:nbo_charge:R:1
O 2.2967 -0.5736 -1.0931 -0.550
C 2.6385 -0.3160 0.0340 0.462
C 1.7445 0.2519 1.0821 -0.523
C 0.2549 0.1407 0.7720 -0.433
C -0.6605 0.4126 1.9571 -0.047
O -2.0152 0.2375 1.6327 -0.728
H 3.6875 -0.4810 0.3337 0.113
H 2.0101 -0.1297 2.0651 0.230
H 1.9772 1.3312 1.0796 0.239
H -0.0989 0.6321 -0.1340 0.209
H 0.1162 -0.9140 0.4775 0.207
H -0.4284 1.3847 2.4072 0.152
H -0.4829 -0.3991 2.6684 0.175
H -2.3281 0.8037 0.9169 0.493
O -2.7544 0.7139 -1.2632 -0.966
H -2.3230 -0.0940 -1.5763 0.498
H -2.5591 1.3266 -1.9789 0.471
O -0.5029 -0.8669 -2.3572 -0.973
H -0.0204 -1.4986 -2.8886 0.483
H 0.1019 -0.5027 -1.7271 0.490
```

The value obtained for the HOMO energy is -10.13 eV. The value obtained for the molar mass is 124.1 g/mol. The calculation puts the frontier orbital gap at 10.821 eV. As for the energy relative to the best compared isomer or geometry (same formula, charge and spin): 21.4 kcal/mol. The SMILES is O=CCCCO.O.O. Its net charge is 0. The calculation puts the electronic energy at -460.54854 a.u.


# 3
Density functional theory data (the ωB97M-V functional and the def2-TZVPD basis) for C4H12O4Rb as an isolated structure in a non-equilibrium geometry.

The geometry in XYZ format:
```
21
Properties=species:S:1:pos:R:3:lowdin_spin:R:1
Rb -14.5018 2.6081 28.4382 0.001
C -16.3598 4.4415 31.0316 0.126
C -16.4624 4.5648 32.5861 0.130
O -15.3620 3.7983 33.0699 0.590
O -16.4324 3.0828 30.6839 0.083
H -15.3866 4.8247 30.7246 0.002
H -17.2143 4.9884 30.6332 0.016
H -17.3602 4.1051 32.9992 0.041
H -16.4123 5.6208 32.8516 0.000
H -15.3466 2.9281 32.6649 0.008
H -17.3797 2.9758 30.5706 0.001
C -17.2812 5.6821 25.2195 0.000
C -16.7990 4.2421 25.7041 0.000
O -16.5684 4.1980 27.0777 0.000
O -16.2990 6.7061 25.6006 0.001
H -18.2600 5.9738 25.6002 0.000
H -17.3032 5.6759 24.1298 0.000
H -15.8688 3.9423 25.2215 0.000
H -17.5170 3.4245 25.6394 0.000
H -17.3344 4.5379 27.5459 0.000
H -15.9084 6.2539 26.3520 0.000
```

The value obtained for the HOMO energy (alpha / beta) is -15.66 / -15.65 eV. The value obtained for the molar mass is 209.6 g/mol. The calculation puts the frontier orbital gap (alpha / beta) at 8.471 / 2.157 eV. As for the energy relative to the best compared isomer or geometry (same formula, charge and spin): 10.6 kcal/mol. Its spin multiplicity is 2. As for the expectation value of S²: 0.755. Its net charge is +2. The calculation puts the electronic energy at -483.91184 a.u.


# 4
Density functional theory data (the ωB97M-V functional and the def2-TZVPD basis) for C4H12O4Tl as an isolated structure in a non-equilibrium geometry.

The geometry in XYZ format:
```
21
Properties=species:S:1:pos:R:3:nbo_charge:R:1
Tl -0.1757 1.0805 2.4692 1.013
C 1.5462 -1.2076 -0.0556 -0.141
C 1.4950 -2.1810 1.0962 -0.131
O 0.4479 -1.8787 1.9914 -0.543
O 1.6420 0.1234 0.3370 -0.530
H 0.7817 -1.4338 -0.8351 0.318
H 2.4225 -1.5186 -0.6640 0.305
H 2.4781 -2.1096 1.6162 0.338
H 1.3509 -3.1983 0.7040 0.277
H 0.4367 -2.6787 2.5673 0.545
H 2.1812 0.5659 -0.3515 0.540
C -1.5534 2.2742 -0.9640 -0.114
C -1.6828 0.7396 -1.1745 -0.099
O -1.6482 0.0066 0.0334 -0.540
O -0.4747 2.5784 -0.1275 -0.529
H -2.5252 2.5920 -0.5213 0.345
H -1.3931 2.8294 -1.8919 0.275
H -0.8596 0.3717 -1.8083 0.301
H -2.5995 0.6349 -1.7673 0.280
H -1.8760 -0.9315 -0.1401 0.541
H 0.0060 3.3415 -0.5138 0.548
```

The value obtained for the HOMO energy is -22.38 eV. The value obtained for the molar mass is 328.5 g/mol. The calculation puts the frontier orbital gap at 3.449 eV. As for the energy relative to the best compared isomer or geometry (same formula, charge and spin): 26.5 kcal/mol. Its net charge is +3. The calculation puts the electronic energy at -631.60068 a.u.


# 5
Density functional theory data (the ωB97M-V functional and the def2-TZVPD basis) for a 2-piece molecular cluster, C4H12O5S3 overall in a non-equilibrium geometry.

The geometry in XYZ format:
```
24
Properties=species:S:1:pos:R:3:nbo_charge:R:1
C -0.6881 1.0967 -4.0970 -0.258
O -1.9669 1.7346 -4.1537 -0.526
C -2.8436 1.3379 -3.1771 0.230
O -2.1751 1.1639 -1.9292 -0.735
S -3.1638 1.4068 -0.6650 1.757
O -2.9414 2.7163 -0.1756 -0.915
O -2.4001 0.4128 0.4491 -0.858
S -1.0243 -0.4385 -0.0874 0.292
H -0.7160 0.1331 -3.6148 0.186
H 0.0168 1.7652 -3.6301 0.188
H -0.3696 0.9455 -5.1159 0.186
H -3.5918 2.1157 -3.0867 0.166
H -3.3711 0.4361 -3.4785 0.145
H -0.0742 -0.0296 0.7653 0.133
C 1.6949 -0.7713 3.9952 -0.831
S 2.4301 -0.8751 2.3602 1.253
O 1.4057 -1.4806 1.4615 -0.996
C 3.6090 -2.1697 2.7562 -0.830
H 0.8922 -0.0381 3.9562 0.244
H 1.2904 -1.7425 4.2791 0.234
H 2.4498 -0.4472 4.7111 0.230
H 3.0792 -3.0491 3.1212 0.233
H 4.3069 -1.8040 3.5090 0.230
H 4.1509 -2.4189 1.8468 0.243
```

The value obtained for the HOMO energy is -8.76 eV. The value obtained for the molar mass is 236.3 g/mol. The calculation puts the frontier orbital gap at 9.336 eV. As for the energy relative to the best compared isomer or geometry (same formula, charge and spin): 7.0 kcal/mol. Its net charge is 0. The calculation puts the electronic energy at -1730.23945 a.u.


# 6
Density functional theory data (the ωB97M-V functional and the def2-TZVPD basis) for a 2-piece molecular cluster, C4H12OP overall in a non-equilibrium geometry.

The geometry in XYZ format:
```
18
Properties=species:S:1:pos:R:3:nbo_charge:R:1
C 1.2201 -1.9162 0.8846 -0.817
C -0.7593 0.7245 -1.6811 -0.294
C -1.6482 -0.2078 0.2848 -0.286
C 0.4315 0.7534 0.6060 0.040
O -0.5375 0.6126 -0.2146 -0.371
P 1.8661 1.7837 0.1478 0.323
H 1.9679 -2.1748 0.1469 0.228
H 1.3652 -2.4681 1.8393 0.253
H 0.2665 -2.3794 0.5615 0.208
H 0.3315 0.9387 -2.0921 0.243
H -1.1883 -0.1754 -2.1208 0.245
H -1.3627 1.5251 -1.9215 0.235
H -1.5621 -0.4357 1.3872 0.279
H -2.6697 0.1928 0.1944 0.245
H -1.7029 -1.0662 -0.4198 0.222
H 1.1869 -0.7534 0.9753 0.184
H 0.8808 2.6861 -0.0798 -0.004
H 1.9143 2.3600 1.5020 0.067
```

The value obtained for the HOMO energy is -12.99 eV. The value obtained for the molar mass is 107.1 g/mol. The calculation puts the frontier orbital gap at 8.496 eV. As for the energy relative to the best compared isomer or geometry (same formula, charge and spin): 122.4 kcal/mol. Its net charge is +1. The calculation puts the electronic energy at -575.66544 a.u.